(1)
{
  "formula": "C18H47HgN3O5",
  "method": "ωB97M-V/def2-TZVPD",
  "species": ["Hg", "C", "C", "C", "O", "H", "H", "H", "H", "H", "H", "H", "C", "C", "C", "O", "H", "H", "H", "H", "H", "H", "H", "C", "C", "C", "O", "C", "N", "H", "H", "H", "H", "H", "H", "H", "H", "H", "H", "H", "C", "C", "C", "O", "C", "N", "H", "H", "H", "H", "H", "H", "H", "H", "H", "H", "H", "C", "C", "C", "O", "C", "N", "H", "H", "H", "H", "H", "H", "H", "H", "H", "H", "H"],
  "coordinates": [[-0.8811, 0.5409, 0.2239], [-3.4530, -4.1573, -1.7112], [-4.4524, -3.1979, -0.9810], [-5.7513, -3.8644, -0.5153], [-3.7394, -2.5019, 0.0256], [-3.8535, -4.5149, -2.6598], [-3.2884, -4.9166, -0.9467], [-2.5895, -3.5197, -1.9006], [-4.8117, -2.4797, -1.7180], [-6.2792, -3.1833, 0.1521], [-5.5613, -4.7996, 0.0115], [-6.3555, -4.2053, -1.3560], [1.4264, 1.0795, 6.2490], [1.4913, 1.9605, 5.0256], [2.9495, 2.2267, 4.6562], [0.6600, 1.4543, 4.0699], [1.5469, 0.0315, 5.9748], [0.4874, 1.2261, 6.7827], [2.2264, 1.4117, 6.9106], [1.0789, 2.9193, 5.3396], [3.3796, 1.2466, 4.4502], [3.6430, 2.4544, 5.4658], [3.0482, 2.9372, 3.8355], [4.3655, 1.2926, -2.3515], [3.1707, 1.6652, -1.4571], [2.6820, 3.1189, -1.4166], [1.4465, 3.2662, -0.6527], [1.0251, 4.5865, -0.4706], [2.1135, 0.7727, -1.9101], [4.0408, 1.3589, -3.3899], [4.8996, 0.3529, -2.2110], [5.1088, 2.0811, -2.2342], [3.2155, 1.4465, -0.3902], [2.3854, 3.5256, -2.3834], [3.4816, 3.7357, -1.0064], [1.7802, 5.3597, -0.3288], [0.3430, 4.5393, 0.3783], [0.5236, 5.0120, -1.3398], [2.1529, 0.9045, -2.9106], [2.5043, -0.1508, -1.7899], [3.6822, -3.8679, 2.7731], [3.2488, -3.4934, 1.3498], [3.3474, -4.5643, 0.2593], [3.0893, -3.9456, -1.0032], [3.1416, -4.8653, -2.1027], [1.9333, -2.8649, 1.3169], [3.0370, -4.6409, 3.1906], [3.6053, -2.9531, 3.3608], [4.7142, -4.2044, 2.6731], [3.9731, -2.7154, 1.1084], [2.6182, -5.3150, 0.5641], [4.3075, -5.0354, 0.4697], [2.1260, -5.1716, -2.3534], [3.7362, -5.7488, -1.8702], [3.6011, -4.3747, -2.9607], [1.2355, -3.5646, 1.5257], [1.7438, -2.2525, 2.0973], [-4.2278, 2.9090, -4.0662], [-3.5857, 2.9374, -2.7231], [-4.5057, 3.0339, -1.4779], [-3.6438, 3.0683, -0.3877], [-4.3992, 3.3990, 0.8002], [-2.7827, 1.6849, -2.6700], [-3.5129, 2.9791, -4.8860], [-4.9926, 3.6796, -4.1632], [-4.7968, 1.9837, -4.1572], [-2.9177, 3.7985, -2.7069], [-5.1405, 2.1667, -1.2964], [-5.1906, 3.8785, -1.5530], [-5.3790, 2.9886, 1.0447], [-4.5131, 4.4731, 0.9469], [-3.8407, 3.0183, 1.6553], [-2.3598, 1.5767, -3.5808], [-3.5125, 0.9872, -2.6968]],
  "gap_ev": 2.134,
  "energy_ev": -38298.4844,
  "e_above_lowest_kcal_mol": 204.0
}

(2)
{
  "formula": "C18H47Li2N3O2",
  "method": "ωB97M-V/def2-TZVPD",
  "species": ["Li", "Li", "O", "H", "O", "H", "C", "C", "N", "C", "C", "C", "C", "H", "H", "H", "H", "H", "H", "H", "H", "H", "H", "H", "H", "H", "H", "H", "C", "C", "N", "C", "C", "C", "C", "H", "H", "H", "H", "H", "H", "H", "H", "H", "H", "H", "H", "H", "H", "H", "C", "C", "N", "C", "C", "C", "C", "H", "H", "H", "H", "H", "H", "H", "H", "H", "H", "H", "H", "H", "H", "H"],
  "coordinates": [[4.0472, -4.8382, -0.7069], [5.6567, -0.9763, 0.7187], [7.3779, -4.2054, 0.6945], [7.9380, -4.6675, 1.3481], [2.2323, -1.7209, -0.4490], [1.3646, -1.4675, -0.8196], [-4.6443, -3.0616, 2.4112], [-5.8099, -3.5452, 3.3611], [-6.8664, -4.4098, 2.7317], [-7.4574, -3.7715, 1.5131], [-8.9056, -4.2718, 1.3115], [-6.3407, -5.7706, 2.4906], [-6.0237, -6.4663, 3.8092], [-4.9721, -2.7442, 1.4213], [-3.9552, -3.8925, 2.2599], [-3.9786, -2.2645, 2.7423], [-5.3453, -3.9424, 4.2636], [-6.2747, -2.5953, 3.6248], [-7.6479, -2.7170, 1.7131], [-6.8143, -3.9702, 0.6558], [-9.5306, -4.0536, 2.1775], [-9.3261, -3.8489, 0.3992], [-8.8772, -5.3598, 1.2523], [-5.4417, -5.7476, 1.8746], [-7.1355, -6.3614, 2.0351], [-5.8624, -7.5405, 3.7189], [-6.8684, -6.3269, 4.4839], [-5.1001, -6.2086, 4.3274], [5.2958, 3.5327, 1.5314], [5.6716, 2.9219, 2.9170], [6.6912, 1.9136, 2.7480], [7.9996, 2.4326, 2.4252], [8.9090, 1.4038, 1.7215], [6.6798, 0.9258, 3.8470], [5.3756, 0.1963, 4.1326], [4.5510, 4.3241, 1.6157], [4.8486, 2.7596, 0.9064], [6.1089, 3.7692, 0.8451], [6.0085, 3.6592, 3.6457], [4.7123, 2.5049, 3.2233], [7.9112, 3.3233, 1.8032], [8.4796, 2.7318, 3.3569], [9.7718, 1.8811, 1.2570], [9.2597, 0.6496, 2.4260], [8.3945, 1.0263, 0.8379], [7.1755, 1.3146, 4.7365], [7.4204, 0.1762, 3.5683], [4.6515, 0.8855, 4.5670], [5.5623, -0.5778, 4.8769], [4.8320, -0.2240, 3.2865], [-0.3730, 5.3374, -6.2800], [-0.6545, 4.4356, -5.0816], [-1.8026, 3.5276, -5.3127], [-2.3698, 2.7865, -4.1393], [-3.0574, 3.6280, -3.1004], [-1.7468, 2.6788, -6.4973], [-0.6530, 1.6033, -6.3773], [-1.1753, 6.0335, -6.5243], [-0.0618, 4.8759, -7.2171], [0.3994, 6.0747, -6.0612], [0.2194, 3.8465, -4.8035], [-0.7815, 5.1324, -4.2531], [-1.5669, 2.1486, -3.7697], [-3.0935, 2.1176, -4.6050], [-3.7215, 4.3553, -3.5675], [-2.3050, 4.1690, -2.5266], [-3.5624, 3.0396, -2.3343], [-2.6602, 2.1265, -6.7182], [-1.5807, 3.2247, -7.4260], [-0.5826, 1.0411, -7.3085], [0.3047, 2.0868, -6.1846], [-0.9243, 0.9463, -5.5510]],
  "gap_ev": 5.546,
  "energy_ev": -28396.5145,
  "e_above_lowest_kcal_mol": 220.5
}

What is the formula in the second record? C18H47Li2N3O2